(1)
{
  "formula": "C2H5F3N2O",
  "method": "ωB97M-V/def2-TZVPD",
  "multiplicity": 1,
  "largest_force_ev_per_a": 3.86,
  "e_lumo_ev": [0.06, 0.26],
  "charge": 0,
  "e_tot_ev": -15331.1461,
  "homo_ev": [-8.4, -9.1],
  "homo_lumo_gap_ev": [8.42, 9.33],
  "species": ["C", "C", "N", "N", "O", "F", "F", "F", "H", "H", "H", "H", "H"],
  "xyz": [[0.931, -1.419, -0.841], [-2.707, -0.120, 0.166], [-2.280, 1.144, 0.474], [1.459, 0.669, -0.437], [1.724, -0.445, -1.068], [-2.092, -0.796, -0.871], [-2.591, -0.954, 1.170], [-4.041, -0.133, -0.264], [0.016, -1.327, -0.135], [-1.240, 1.158, 0.652], [1.209, -2.366, -1.143], [-2.509, 1.730, -0.292], [2.281, 1.360, -0.728]],
  "atomic_forces_ev_per_a": [[-2.6, 0.5, 2.0], [-1.8, -1.6, -1.6], [1.7, -0.2, 0.5], [1.7, 3.5, 0.0], [0.3, -0.8, 0.0], [0.3, 0.7, 0.0], [0.0, -0.4, 1.1], [1.4, 0.6, 0.9], [2.0, 0.3, -1.4], [-1.4, 0.0, -0.3], [0.8, -1.5, -1.1], [-0.1, 0.9, -0.6], [-2.1, -2.0, 0.4]]
}


(2)
{
  "formula": "C2H5FIN",
  "method": "ωB97M-V/def2-TZVPD",
  "multiplicity": 1,
  "largest_force_ev_per_a": 3.83,
  "e_lumo_ev": -1.05,
  "charge": 0,
  "e_tot_ev": -14459.5773,
  "homo_ev": -9.7,
  "homo_lumo_gap_ev": 8.62,
  "species": ["C", "C", "N", "F", "I", "H", "H", "H", "H", "H"],
  "xyz": [[-0.785, -0.925, 0.063], [0.503, -0.183, 0.303], [0.205, 1.200, 0.127], [1.646, 1.945, 0.252], [-0.584, 1.819, -1.787], [-1.459, -0.113, 0.054], [-0.778, -1.387, -0.863], [-1.146, -1.464, 0.897], [1.005, -0.383, 1.286], [1.392, -0.509, -0.331]],
  "atomic_forces_ev_per_a": [[0.6, 1.5, 1.2], [3.5, -1.5, -0.4], [1.9, 2.8, 0.3], [-2.9, -1.7, -0.5], [0.9, -0.5, 1.0], [-1.5, 0.7, -0.4], [-0.3, -1.2, -1.5], [0.1, -1.2, 0.7], [-1.1, 0.8, -0.2], [-1.3, 0.3, 0.0]]
}


(3)
{
  "formula": "C2H5FN2S",
  "method": "ωB97M-V/def2-TZVPD",
  "multiplicity": 1,
  "largest_force_ev_per_a": 2.16,
  "e_lumo_ev": 0.60,
  "charge": 0,
  "smiles": "[H]/N=C(\\CF)NS",
  "e_tot_ev": -18686.9140,
  "homo_ev": -8.4,
  "homo_lumo_gap_ev": 9.04,
  "species": ["C", "C", "H", "H", "H", "H", "H", "N", "N", "F", "S"],
  "xyz": [[-0.027, 0.190, 0.052], [-1.286, -0.622, 0.043], [2.308, 1.343, 0.324], [1.151, -1.468, -0.352], [-0.938, 1.781, -0.026], [-1.331, -1.251, -0.882], [-1.401, -1.256, 0.949], [1.178, -0.571, 0.055], [0.005, 1.457, -0.029], [-2.414, 0.271, -0.080], [2.754, 0.126, -0.054]],
  "atomic_forces_ev_per_a": [[2.0, 0.1, -0.8], [-1.4, -0.2, -0.7], [0.1, -0.2, -0.1], [-0.2, -1.0, -0.3], [-0.8, 0.6, 0.1], [0.1, 0.3, 0.8], [-0.1, 0.6, -0.6], [-1.4, 1.3, 0.8], [0.8, -0.8, 0.4], [1.4, -1.2, 0.5], [-0.4, 0.5, 0.1]]
}


(4)
{
  "formula": "C2H5FN2S",
  "method": "ωB97M-V/def2-TZVPD",
  "multiplicity": 1,
  "largest_force_ev_per_a": 1.07,
  "e_lumo_ev": 0.76,
  "charge": 0,
  "smiles": "NNC(=S)CF",
  "e_tot_ev": -18687.0441,
  "homo_ev": -8.8,
  "homo_lumo_gap_ev": 9.59,
  "species": ["C", "C", "H", "H", "H", "H", "H", "N", "N", "F", "S"],
  "xyz": [[-0.200, -0.503, -0.048], [1.193, -1.086, 0.038], [-1.818, 1.286, -0.745], [-1.750, 1.491, 0.850], [0.739, 1.194, -0.187], [1.249, -1.658, 0.973], [1.418, -1.768, -0.799], [-1.243, 1.697, -0.013], [-0.157, 0.811, -0.003], [2.152, -0.069, -0.040], [-1.584, -1.395, -0.026]],
  "atomic_forces_ev_per_a": [[-0.3, -0.2, 0.4], [0.0, -0.7, -0.8], [-0.6, 0.4, -0.1], [-0.1, 0.2, -0.1], [0.5, 0.8, 0.1], [0.3, 0.4, -0.1], [-0.4, 0.2, 0.3], [0.0, -0.9, -0.1], [0.3, 0.5, 0.0], [0.1, -0.4, 0.4], [0.1, -0.2, -0.1]]
}